Record 1
C2H4N4O | wB97M-V/def2-TZVPD

For the HOMO energy, the calculation gives -8.5 eV. For the LUMO energy, the calculation gives 0.733 eV. As for the HOMO-LUMO gap: 0.340 hartree. The calculation puts the relative energy (zero: lowest compared OMol25 entry of this formula, charge and spin) at 4.5 kcal per mole. As for the SMILES: Nc1n[nH]c(O)n1. The calculated total energy is -372.89322 Ha. As for the charge: 0.

Cartesian coordinates (Å):
N: 2.19 0.28 0.30
C: 0.86 0.02 0.04
N: 0.47 -1.19 -0.30
N: -0.89 -1.06 -0.30
C: -1.22 0.20 0.02
O: -2.51 0.53 0.11
N: -0.15 0.93 0.23
H: 2.77 -0.50 0.03
H: 2.54 1.17 -0.04
H: -1.50 -1.85 -0.44
H: -2.57 1.46 0.35

Atom charges from the Löwdin analysis, given in e for atoms 1 to 8: atom 1 (N): 0.111, atom 2 (C): -0.498, atom 3 (N): 0.075, atom 4 (N): 0.055, atom 5 (C): -0.475, atom 6 (O): 0.110, atom 7 (N): 0.171, atom 8 (H): 0.086

---

Record 2
C32H62N2O8 | wB97M-V/def2-TZVPD

For the HOMO energy, the calculation gives -8.8 eV. For the LUMO energy, the calculation gives 0.436 eV. As for the HOMO-LUMO gap: 0.339 hartree. The calculation puts the relative energy (zero: lowest compared OMol25 entry of this formula, charge and spin) at 0.0 kcal per mole. As for the SMILES: CC(C)CC[C@@H]1C(=O)N[C@@H](CCCCCN)[C@H]1CCOC=O.CC(C)=O.CC(C)=O.CC(C)=O.CC(C)=O.CC(C)=O. The calculated total energy is -1967.76784 Ha. As for the charge: 0.

Cartesian coordinates (Å):
C: -0.04 -3.65 1.46
C: -0.65 -2.29 2.08
C: 0.54 -1.22 2.33
C: -1.90 -1.69 1.28
C: -1.57 -1.41 -0.29
C: -1.55 0.17 -0.61
C: -2.99 0.94 -0.61
O: -4.08 0.60 -0.12
N: -2.79 2.20 -1.41
C: -1.34 2.25 -1.86
C: -0.64 3.08 -0.68
C: 0.96 3.16 -0.76
C: 1.69 1.94 0.04
C: 3.10 1.67 -0.68
C: 3.91 0.44 -0.02
N: 5.05 0.15 -0.94
C: -1.04 0.68 -2.04
C: 0.35 0.16 -2.63
C: 0.07 -1.07 -3.65
O: -0.12 -2.32 -2.93
C: 0.68 -3.37 -3.44
O: 0.17 -4.52 -3.41
H: -0.79 -4.27 0.87
H: 0.86 -3.47 0.77
H: 0.34 -4.30 2.32
H: -1.03 -2.57 3.14
H: 1.02 -1.53 3.33
H: 1.38 -1.29 1.56
H: 0.15 -0.16 2.48
H: -2.84 -2.33 1.32
H: -2.16 -0.68 1.78
H: -2.39 -1.89 -0.92
H: -0.52 -1.80 -0.48
H: -1.09 0.60 0.35
H: -3.24 2.08 -2.34
H: -1.13 2.81 -2.84
H: -0.94 2.73 0.37
H: -1.04 4.16 -0.75
H: 1.26 4.12 -0.17
H: 1.37 3.30 -1.81
H: 1.05 0.99 0.02
H: 1.85 2.23 1.14
H: 3.76 2.61 -0.66
H: 3.00 1.40 -1.80
H: 3.24 -0.47 0.18
H: 4.34 0.75 1.00
H: 5.59 -0.67 -0.63
H: 4.65 -0.01 -1.88
H: -1.85 0.36 -2.79
H: 1.15 -0.07 -1.86
H: 0.75 1.02 -3.30
H: 0.90 -1.16 -4.45
H: -0.90 -0.89 -4.25
H: 1.75 -3.22 -3.83
C: 5.92 5.10 -3.56
C: 4.95 4.04 -3.10
C: 5.14 2.65 -3.65
O: 4.05 4.30 -2.32
H: 5.66 6.05 -3.09
H: 6.93 4.82 -3.27
H: 5.85 5.22 -4.64
H: 6.12 2.27 -3.36
H: 5.03 2.66 -4.73
H: 4.37 1.99 -3.23
C: -5.16 3.76 4.03
C: -4.86 2.35 3.59
C: -5.39 1.91 2.26
O: -4.20 1.60 4.29
H: -4.71 3.94 5.01
H: -4.75 4.47 3.32
H: -6.24 3.89 4.11
H: -4.98 2.54 1.47
H: -6.48 1.96 2.26
H: -5.09 0.87 2.07
C: 3.42 -4.88 -1.28
C: 4.40 -4.11 -0.45
C: 4.90 -4.76 0.81
O: 4.76 -3.00 -0.78
H: 3.14 -4.28 -2.16
H: 3.87 -5.81 -1.63
H: 2.52 -5.09 -0.70
H: 5.43 -5.69 0.56
H: 4.07 -4.97 1.48
H: 5.60 -4.09 1.31
C: -7.49 5.83 6.37
C: -7.04 6.71 5.24
C: -7.27 8.20 5.38
O: -6.52 6.25 4.24
H: -7.27 4.79 6.13
H: -6.96 6.10 7.28
H: -8.57 5.93 6.52
H: -6.72 8.57 6.25
H: -8.33 8.40 5.49
H: -6.90 8.71 4.49
C: 1.74 -9.55 -1.90
C: 1.56 -8.14 -1.42
C: 0.59 -7.27 -2.17
O: 2.17 -7.71 -0.45
H: 2.47 -10.06 -1.26
H: 0.79 -10.09 -1.84
H: 2.12 -9.55 -2.92
H: -0.41 -7.70 -2.13
H: 0.91 -7.16 -3.21
H: 0.56 -6.28 -1.71

Atom charges from the Löwdin analysis, given in e for atoms 1 to 8: atom 1 (C): -0.104, atom 2 (C): -0.385, atom 3 (C): -0.088, atom 4 (C): -0.163, atom 5 (C): -0.121, atom 6 (C): -0.172, atom 7 (C): -0.303, atom 8 (O): 0.046

---

Record 3
H3NOS2 | wB97M-V/def2-TZVPD

For the HOMO energy, the calculation gives -9.4 eV. For the LUMO energy, the calculation gives 0.207 eV. As for the HOMO-LUMO gap: 0.352 hartree. The calculation puts the relative energy (zero: lowest compared OMol25 entry of this formula, charge and spin) at 29.7 kcal per mole. As for the SMILES: N[S@H](=O)=S. The calculated total energy is -928.08966 Ha. As for the charge: 0.

Cartesian coordinates (Å):
N: -0.81 0.42 0.25
S: 0.58 -0.33 -0.24
O: 0.68 -1.68 0.20
S: 2.08 0.90 0.05
H: -1.75 0.14 0.13
H: -0.84 0.62 1.21
H: 0.05 -0.09 -1.60

Electronic structure analysis, Löwdin charges in units of e: atom 1 (N): -0.212, atom 2 (S): 0.243, atom 3 (O): -0.426, atom 4 (S): 0.206, atom 5 (H): 0.057, atom 6 (H): 0.045, atom 7 (H): 0.087

---

Record 4
C3H9O2 | wB97M-V/def2-TZVPD

For the HOMO energy (alpha / beta), the calculation gives -10.4 / -9.9 eV. Its multiplicity is 2. For the LUMO energy (alpha / beta), the calculation gives 0.833 / -2.278 eV. As for the expectation value of S²: 0.76. As for the HOMO-LUMO gap (alpha / beta): 0.412 / 0.281 hartree. The calculation puts the relative energy (zero: lowest compared OMol25 entry of this formula, charge and spin) at 24.8 kcal per mole. The calculated total energy is -270.05200 Ha. As for the charge: 0.

Cartesian coordinates (Å):
C: -0.08 1.01 0.40
O: 0.95 1.60 0.83
C: -0.24 -0.55 0.93
C: 1.04 -1.32 0.37
H: -0.08 1.01 -0.76
H: -1.16 1.48 0.68
H: -1.15 -1.05 0.57
H: -0.35 -0.40 2.03
H: 1.38 -2.17 0.87
H: 1.88 -0.56 0.60
H: 0.90 -1.44 -0.69
H: -0.58 -0.14 -1.69
H: -1.95 -0.42 -1.41
O: -1.35 -0.49 -2.13

Atom charges from the Löwdin analysis, given in e for atoms 1 to 8: atom 1 (C): -0.408, atom 2 (O): 0.059, atom 3 (C): -0.194, atom 4 (C): -0.088, atom 5 (H): 0.135, atom 6 (H): 0.182, atom 7 (H): 0.077, atom 8 (H): 0.100

---

Record 5
H4O2 | wB97M-V/def2-TZVPD

For the HOMO energy, the calculation gives -11.8 eV. For the LUMO energy, the calculation gives 0.472 eV. As for the HOMO-LUMO gap: 0.449 hartree. The calculation puts the relative energy (zero: lowest compared OMol25 entry of this formula, charge and spin) at 5.1 kcal per mole. As for the SMILES: O.O. The calculated total energy is -152.86679 Ha. As for the charge: 0.

Cartesian coordinates (Å):
O: -2.01 -0.23 -0.08
H: -1.85 0.64 0.26
H: -1.17 -0.37 -0.55
O: 1.89 -0.19 -0.16
H: 1.72 -0.51 0.74
H: 1.42 0.66 -0.22

Electronic structure analysis, Löwdin charges in units of e: atom 1 (O): -0.047, atom 2 (H): 0.015, atom 3 (H): 0.025, atom 4 (O): -0.068, atom 5 (H): 0.042, atom 6 (H): 0.033

---

Record 6
C4H12N2S | wB97M-V/def2-TZVPD

For the HOMO energy (alpha / beta), the calculation gives -9.4 / -7.9 eV. For the LUMO energy (alpha / beta), the calculation gives -0.002 / -0.854 eV. As for the HOMO-LUMO gap (alpha / beta): 0.345 / 0.259 hartree. The calculation puts the relative energy (zero: lowest compared OMol25 entry of this formula, charge and spin) at 100.2 kcal per mole. The calculated total energy is -667.13524 Ha. As for the charge: 0.

Cartesian coordinates (Å):
C: 0.05 -0.86 1.09
C: -2.05 0.30 0.31
C: -0.11 -0.52 -1.26
C: -0.57 0.11 0.10
N: -0.46 2.71 -0.19
N: 2.98 -0.47 -0.11
S: 0.45 1.64 0.58
H: -0.21 -1.85 1.04
H: 1.15 -0.84 1.03
H: -0.44 -0.47 2.10
H: -2.54 -0.66 0.36
H: -2.48 0.81 -0.47
H: -2.28 0.69 1.34
H: 0.86 -0.97 -1.08
H: -0.80 -1.30 -1.51
H: -0.08 0.17 -2.11
H: -0.28 3.71 0.02
H: 3.62 -0.27 0.75
H: 2.79 0.32 -0.75

Atom charges from the Löwdin analysis, given in e for atoms 1 to 8: atom 1 (C): -0.176, atom 2 (C): -0.104, atom 3 (C): -0.084, atom 4 (C): -0.761, atom 5 (N): -0.378, atom 6 (N): 0.058, atom 7 (S): 0.860, atom 8 (H): 0.046

---

Which formula does entry 4 have?
C3H9O2

---

Look up the relative energy (zero: lowest compared OMol25 entry of this formula, charge and spin) of the fourth one.
24.8 kcal per mole